# C23H40BrI2N2O16P

A structure of composition C23H40BrI2N2O16P at a distorted geometry (ωB97M-V with the def2-TZVPD basis set, the Open Molecules 2025 dataset).

```
85
Properties=species:S:1:pos:R:3:forces:R:3
I 4.16817 -1.20186 4.08412 -0.1 0.1 -0.1
I 4.13480 2.19296 3.19111 -0.2 -0.2 -0.3
Br 0.12476 0.51388 1.28705 0.1 -0.1 0.0
P 1.89180 0.39879 -1.84899 0.7 0.9 -1.9
O -1.96726 3.52275 -7.79182 0.0 0.0 0.0
O 2.57726 -6.94720 5.12518 0.0 -0.1 0.0
O 0.33497 0.73878 -1.91248 -0.1 -0.4 0.4
O 0.92867 -5.57348 5.01074 -0.1 0.0 0.1
O 3.81510 0.08313 -0.21935 -0.1 -0.2 0.2
O 4.47273 2.52846 -1.05374 -0.4 -0.2 0.2
O -2.81045 2.23436 -2.21332 -0.9 0.2 0.1
O 2.95866 3.24802 0.42146 0.0 -0.2 -0.2
O -3.71510 1.86644 -0.17019 0.0 0.3 -0.6
O -3.52434 -5.42651 1.22443 0.0 0.0 0.0
O 2.82926 -5.09055 3.87406 -0.1 0.2 -0.1
O -2.88325 1.54678 -7.19536 0.0 -0.1 0.0
O 1.91635 -1.20292 -1.81678 -0.2 0.0 0.7
O -2.30677 -4.67835 2.97323 -0.2 -0.1 0.0
O -1.58293 2.76430 -5.80915 0.1 0.0 0.1
O -2.14660 -3.64370 1.08460 0.1 0.1 0.0
N 2.59416 0.91298 -3.13612 -0.1 0.1 0.6
N 1.41740 3.44496 2.14494 -0.7 0.5 -0.6
C 1.60191 2.80452 0.86682 2.1 0.1 0.2
C -2.73864 -4.65768 1.71030 0.0 0.0 0.0
C -1.21619 4.03174 -1.63539 0.0 0.0 0.4
C 2.85672 0.82448 2.17573 -0.1 -0.3 1.0
C 2.71443 0.97003 -0.29068 0.3 -0.1 0.3
C 1.93030 1.26563 1.03362 -0.4 0.1 -0.3
C 0.30647 -4.39259 4.50106 0.1 0.2 -0.1
C -2.87522 -5.73615 3.75443 0.0 -0.1 0.2
C -1.76226 1.75362 -4.81118 0.2 -0.2 -0.4
C -2.21066 2.51453 -6.95685 0.0 0.1 0.0
C 2.16996 -5.79513 4.59129 0.1 -0.1 0.2
C 3.49404 2.33457 -0.39773 -0.1 0.3 -0.5
C -3.69116 1.67924 -1.35848 0.1 -0.3 1.1
C 2.94693 -0.47007 2.53330 -0.1 0.5 -0.2
C -0.91756 3.54671 3.03712 0.3 0.4 0.2
C -2.62745 3.65938 -2.04814 0.3 0.5 -0.2
C 0.25268 4.30277 2.40358 -0.4 -0.3 0.6
C 3.91066 -7.31954 4.77028 0.1 -0.1 0.0
C -0.72181 3.24612 -0.40820 -0.5 0.0 -0.7
C 2.24310 -1.62849 1.87708 0.7 -0.2 0.0
C 0.80025 3.30591 -0.34061 -1.2 0.2 0.4
C -2.58508 3.38492 -9.07355 0.0 0.1 -0.2
C -2.52329 -3.51086 -0.28982 0.0 0.1 -0.2
H -0.52879 2.87285 3.79804 0.0 -0.2 -0.1
H 3.99913 -7.45172 3.69385 0.0 0.1 0.0
H -1.97790 -2.65747 -0.67590 0.1 0.1 0.1
H -1.20600 2.07807 -3.94415 0.0 0.2 0.0
H -2.61303 -6.70539 3.33594 -0.1 0.0 -0.1
H 3.37819 1.53024 -2.95400 0.1 -0.1 -0.2
H -2.24897 -4.40230 -0.84997 -0.1 0.0 0.0
H 1.16837 2.87272 -1.26699 0.2 -0.2 0.1
H 0.21255 -4.45208 3.42050 0.1 0.1 0.0
H 3.50384 -0.82795 -0.15209 -0.1 0.0 0.0
H 2.62381 -1.43922 -2.43532 0.0 -0.1 0.0
H 1.83009 -1.40699 0.89902 -0.3 0.0 0.1
H -2.22166 2.49373 -9.58097 -0.1 -0.1 0.0
H -2.30517 4.26585 -9.64317 0.1 0.0 0.1
H -0.08217 4.89770 1.55217 0.1 0.0 -0.1
H 0.23855 1.18888 -2.76535 -0.1 0.0 0.0
H -3.66808 3.34439 -8.97576 0.0 -0.1 0.0
H -3.36266 4.06381 -1.35534 0.0 -0.3 0.3
H -2.80785 1.65254 -4.55396 -0.1 -0.1 0.0
H 0.86246 -3.50020 4.78826 0.1 -0.1 0.0
H 1.08698 4.35768 -0.41832 0.1 0.1 0.2
H -2.45223 -5.64975 4.75055 0.1 0.1 0.0
H -1.36293 0.80072 -5.16000 -0.1 0.0 -0.1
H -2.85611 4.10844 -3.01589 0.1 -0.1 -0.1
H 4.10648 -8.26413 5.26875 -0.1 0.0 0.0
H 1.48313 -2.03182 2.54213 -0.2 0.0 -0.1
H 2.98019 -2.42014 1.73129 0.0 -0.1 0.1
H -1.52972 4.27288 3.57357 -0.3 0.0 -0.2
H 2.23948 4.01087 2.29213 0.2 -0.2 0.1
H 4.62268 -6.57239 5.11496 0.0 0.1 -0.1
H -3.95633 -5.63071 3.81155 0.0 0.0 -0.1
H 0.56543 5.01878 3.16291 0.3 0.1 -0.1
H -3.59262 -3.32778 -0.37609 0.0 -0.1 0.0
H -1.51616 2.99291 2.32145 -0.1 -0.1 0.1
H -1.25036 5.09558 -1.38604 0.1 0.1 -0.1
H -0.68160 -4.35100 4.94110 0.0 -0.1 0.1
H -4.40890 0.99577 -1.82615 0.3 -0.1 -0.4
H -1.08751 2.23340 -0.52820 0.2 -0.2 0.2
H -1.24108 3.66066 0.44766 0.2 -0.1 0.2
H -0.52911 3.93686 -2.47973 0.0 -0.2 -0.1
```
Positions in Å, forces in eV/Å.

Kohn-Sham gap = 0.31611 Eh
energy above the lowest of the compared OMol25 structures with the same formula, charge and spin = 0.492 eV
E = -5724.513123 a.u.
HOMO energy = -8.74 eV


# C45H58N2O4P2S4Sr

A structure of composition C45H58N2O4P2S4Sr (ωB97M-V with the def2-TZVPD basis set, the Open Molecules 2025 dataset).

```
116
Properties=species:S:1:pos:R:3:forces:R:3
Sr 0.20325 1.34421 -1.15001 0.0 -0.3 -0.8
S -1.58132 -4.33031 -2.06514 -0.1 0.0 0.0
S -0.86383 -1.76176 0.14781 0.0 0.2 0.1
S 2.32958 3.22503 -1.73711 0.1 0.0 0.0
S -1.41684 2.17564 -3.55228 0.0 0.0 0.0
P -0.97876 -3.70009 -0.29042 -0.1 0.0 -0.1
P 0.57025 1.61472 2.63295 -0.2 0.1 0.3
O -0.19166 2.96140 3.11410 -0.1 0.1 -0.2
O 1.91244 1.52256 3.25390 0.3 0.0 0.0
O -0.47642 0.58222 3.27986 0.0 -0.2 -0.2
O 0.44404 1.50681 1.13751 -0.2 0.0 0.5
N 2.59785 0.08815 -1.35639 0.1 0.0 0.2
N 0.65632 -0.10266 -3.69508 -0.1 0.0 0.0
C 2.25653 -1.13418 -2.10684 0.1 0.2 0.0
C 0.35804 2.28972 -7.17990 0.0 0.0 0.1
C -3.61779 2.87417 0.47322 0.1 0.0 0.0
C 0.73572 -5.88673 -0.04480 0.2 0.0 0.1
C 1.74427 -3.76197 0.45191 0.1 -0.1 0.1
C -0.42845 2.55819 -6.06737 0.1 -0.2 0.0
C 1.40016 4.40015 1.86358 -0.1 -0.2 0.0
C 0.55735 0.71388 -4.87736 0.0 0.0 0.1
C 4.90599 0.09241 -2.19573 -0.1 -0.1 0.0
C 3.74098 0.80278 -1.90614 0.1 0.1 0.0
C -4.23080 -0.39244 -2.24013 0.0 0.0 0.1
C 0.08855 0.41074 5.62853 0.1 0.1 0.0
C 6.03985 0.70431 -2.70171 0.0 0.1 0.0
C 1.92709 -0.81323 -3.55451 -0.1 0.1 0.1
C 3.05539 -5.77802 0.60274 0.0 0.0 0.0
C -3.52613 4.51349 -1.45065 -0.1 -0.1 0.1
C 1.33007 0.44525 -6.00542 0.1 -0.1 0.0
C 0.63268 -4.49910 0.07340 0.0 -0.1 0.0
C 0.97433 -1.25575 3.95315 0.1 0.1 -0.1
C 0.40305 4.26791 3.01666 0.2 0.1 0.0
C -3.99820 2.06237 -1.75150 0.0 0.0 0.1
C 1.24664 1.22294 -7.15352 -0.1 0.1 0.1
C 2.85353 -0.21757 0.06713 -0.1 0.1 -0.1
C -1.59874 -4.38862 2.35809 -0.2 -0.1 0.0
C -3.74195 3.12646 -0.88999 0.0 0.1 0.0
C -3.63574 -5.45715 3.07272 0.0 0.0 -0.1
C -0.51366 -1.01129 -3.55716 0.2 0.1 0.0
C -0.19326 -0.34928 4.33616 0.1 0.0 0.1
C -0.35817 1.78900 -4.89174 0.0 0.1 -0.1
C 6.01063 2.08017 -2.91539 -0.2 0.1 0.1
C -0.76129 5.22378 2.80588 -0.1 0.0 0.0
C -2.39879 -4.89754 3.37513 0.1 0.1 -0.1
C -1.46451 -1.17841 4.45900 -0.1 0.0 0.0
C 1.94026 -6.52384 0.22468 -0.1 0.1 0.0
C -4.06509 -5.50906 1.75224 0.1 0.0 0.0
C -3.26035 -5.00550 0.73209 0.0 0.0 0.1
C 4.86652 2.80217 -2.61501 0.1 -0.2 0.0
C -2.02690 -4.43973 1.03000 0.0 0.0 0.1
C -3.71939 1.57989 0.98270 0.0 0.0 0.0
C -3.95187 0.53186 0.09532 0.1 0.0 0.0
C 3.69415 2.20005 -2.09694 0.2 0.0 -0.1
C -3.56832 1.32910 2.46427 0.1 0.0 -0.2
C -4.08735 0.75871 -1.27573 0.0 -0.1 0.1
C 2.95718 -4.39790 0.71184 -0.1 0.0 0.0
C 1.09771 4.53083 4.34799 0.1 0.0 0.1
H 6.92603 0.11968 -2.92407 0.0 0.0 0.0
H -2.29980 -0.55703 4.80180 0.1 -0.1 -0.1
H 0.20991 -0.29180 6.45981 0.0 0.0 0.0
H -1.27164 4.97034 1.87528 0.0 0.0 0.0
H 1.93400 -1.75132 -4.12714 0.0 0.0 0.0
H -1.27770 -0.74718 -4.28452 0.0 0.1 0.0
H -1.71469 -1.60219 3.48164 0.0 0.0 0.1
H -2.70383 1.86435 2.86516 -0.1 0.0 0.0
H 2.01669 -0.39453 -5.99318 -0.1 0.1 0.0
H 3.71228 -0.89252 0.17886 0.0 -0.1 0.0
H -3.41903 0.26714 2.66233 0.0 0.0 0.0
H -0.40429 6.25667 2.74300 0.0 -0.1 0.0
H 1.52390 5.53969 4.37538 0.0 -0.1 0.0
H 1.14007 -2.00360 4.73360 0.0 0.0 0.0
H -3.49900 5.26359 -0.65649 0.0 0.0 0.0
H -0.64219 -3.93517 2.59293 0.0 0.0 0.0
H 1.86883 0.99280 -8.00986 0.0 0.0 0.0
H 1.65184 -2.68635 0.54166 0.0 -0.1 0.0
H 0.73309 -1.76680 3.01455 0.1 0.0 0.0
H 3.05307 0.70704 0.60683 0.0 0.0 0.0
H -0.97237 -0.97343 -2.56706 0.1 0.0 0.0
H -4.92740 -0.14938 -3.04580 0.0 0.0 0.0
H -3.40520 3.69529 1.15518 0.0 0.0 0.0
H -1.31648 -1.99443 5.17354 0.0 0.0 0.0
H 1.89777 3.79607 4.47881 -0.1 0.1 0.0
H 1.88532 -0.66348 3.81919 -0.2 -0.1 0.0
H -1.47483 5.14244 3.63124 0.0 0.0 -0.1
H 6.88069 2.59088 -3.31505 0.0 0.0 0.0
H 0.92646 4.20990 0.89575 0.1 0.0 0.2
H 0.27929 2.91827 -8.06147 0.0 0.0 0.0
H 1.40703 -1.60895 -1.60748 -0.1 0.0 0.0
H -4.04895 2.24321 -2.82091 0.0 0.0 0.1
H -1.11880 3.39406 -6.07515 0.0 0.0 0.0
H 3.07842 -1.86339 -2.08439 0.0 -0.1 0.0
H -4.57050 -1.29960 -1.73575 0.0 0.1 0.0
H -3.57503 -5.04634 -0.30476 0.0 0.0 0.0
H 2.22615 3.69230 1.97794 -0.1 0.1 0.0
H -0.75019 1.07775 5.85202 0.1 0.0 0.0
H 1.96702 -0.67597 0.51559 0.1 0.1 -0.1
H 2.71863 -0.17785 -3.94820 0.0 0.0 0.0
H -4.46020 1.65657 3.00545 0.0 0.0 0.0
H -3.97827 -0.48907 0.47077 0.0 0.1 0.0
H 1.80173 5.41587 1.85643 0.0 0.0 0.0
H -4.31506 4.78430 -2.15640 0.0 0.0 0.0
H -3.26283 -0.60884 -2.70121 -0.1 0.0 0.0
H -2.58233 4.54928 -1.99811 0.0 0.0 0.0
H -2.05983 -4.84751 4.40466 0.0 0.0 -0.1
H -0.21766 -2.05086 -3.72106 0.0 0.0 0.0
H 1.00032 1.00590 5.51678 -0.1 -0.1 0.0
H 0.38027 4.42315 5.16823 0.1 0.0 -0.1
H -0.12958 -6.45647 -0.36293 0.0 0.0 0.0
H 4.84054 3.87341 -2.77598 0.0 0.0 0.0
H 2.01327 -7.60204 0.13294 0.0 0.0 0.0
H -5.03110 -5.94214 1.51229 0.1 0.0 0.0
H 3.99790 -6.27529 0.80744 0.0 0.0 0.0
H -4.26354 -5.84802 3.86641 0.0 0.0 0.0
H 4.92704 -0.97940 -2.01979 0.0 0.1 0.0
H 3.81992 -3.80792 1.00268 0.0 0.0 0.0
```
Positions in Å, forces in eV/Å.

Kohn-Sham gap = 0.23013 Eh
total charge = -2
energy above the lowest of the compared OMol25 structures with the same formula, charge and spin = 0.289 eV
E = -4466.674307 a.u.
HOMO energy = -2.16 eV


# C4H9FNO

The ion C4H9FNO with charge +1 at a distorted geometry (ωB97M-V with the def2-TZVPD basis set, the Open Molecules 2025 dataset).

```
16
Properties=species:S:1:pos:R:3:forces:R:3
F -3.39558 0.43833 0.52270 -1.1 0.9 0.7
O -2.73874 -1.30794 -0.59996 -0.9 -2.8 -1.5
N -0.05356 -0.81484 -0.28582 -2.2 -1.8 -3.9
C -0.82297 1.52721 -0.49396 0.9 -1.1 -2.4
C -2.53094 -0.35520 0.01319 4.0 2.0 0.5
C -1.02229 0.18164 0.21378 -1.3 0.2 1.4
C 1.07851 -1.13089 0.62146 -0.5 -3.0 -0.9
H 0.28017 1.87361 -0.65153 -2.0 -0.8 0.5
H -1.30737 1.35787 -1.53387 0.9 0.7 1.4
H 0.13577 -0.38888 -1.26866 0.8 -1.3 1.9
H -0.82328 0.19928 1.28630 -0.3 0.5 0.1
H 1.78008 -0.35988 0.61252 0.9 1.4 0.4
H -0.57074 -1.78232 -0.59131 1.0 2.7 1.1
H 0.64909 -1.42670 1.60782 0.5 0.5 -0.8
H 1.55762 -2.03242 0.13467 -0.3 0.9 0.9
H -1.38424 2.27371 0.00034 -0.4 0.9 0.5
```
Positions in Å, forces in eV/Å.

Kohn-Sham gap = 0.45965 Eh
total charge = +1
energy above the lowest of the compared OMol25 structures with the same formula, charge and spin = 0.460 eV
E = -387.390322 a.u.
SMILES string = C[NH2+][C@@H](C)C(=O)F
HOMO energy = -16.01 eV


# CHClF2

The molecule CHClF2 at a distorted geometry (ωB97M-V with the def2-TZVPD basis set, the Open Molecules 2025 dataset).

```
5
Properties=species:S:1:pos:R:3:forces:R:3
Cl -1.37088 -0.20144 -0.05708 2.0 -1.2 0.2
F 0.61540 1.22721 -0.10010 1.4 -0.5 1.0
F 1.56586 -0.79779 -0.19507 -2.8 1.3 0.2
C 0.51426 -0.02314 0.36084 -0.5 -0.8 0.0
H 0.58807 -0.30128 1.46189 -0.2 1.3 -1.4
```
Positions in Å, forces in eV/Å.

Kohn-Sham gap = 0.44511 Eh
energy above the lowest of the compared OMol25 structures with the same formula, charge and spin = 0.792 eV
E = -698.591480 a.u.
SMILES string = FC(F)Cl
HOMO energy = -11.67 eV